{"formula": "C33H46ClNOP4STc", "method": "ωB97M-V/def2-TZVPD", "elements": ["C", "C", "C", "H", "H", "P", "C", "H", "H", "C", "N", "C", "C", "H", "H", "C", "H", "H", "C", "Cl", "H", "S", "H", "C", "H", "H", "Tc", "H", "C", "H", "H", "C", "C", "H", "H", "H", "C", "H", "H", "H", "C", "H", "H", "H", "C", "H", "H", "C", "P", "H", "H", "H", "C", "O", "C", "H", "C", "C", "H", "H", "C", "C", "H", "H", "H", "P", "H", "H", "H", "H", "H", "H", "H", "H", "C", "C", "P", "C", "C", "C", "H", "C", "C", "H", "C", "H", "C", "C"], "coordinates": [[2.708, -2.189, 0.772], [3.447, 1.582, -0.381], [0.416, 3.910, 2.396], [-3.959, 2.713, 0.207], [-1.802, 4.027, 4.695], [-2.327, -2.477, 1.673], [2.233, -1.042, -3.176], [-1.856, -1.380, 3.775], [1.493, -3.650, -5.266], [-0.733, -0.976, -0.624], [-6.458, -2.284, -0.151], [2.457, 1.137, -1.278], [4.872, -3.247, 1.025], [-0.200, 4.359, 1.602], [0.710, 4.687, 3.115], [-0.927, 1.428, 1.996], [1.060, -2.851, -2.930], [-2.634, 2.459, 4.374], [-3.513, -3.816, 1.357], [-2.983, -2.243, -1.613], [-4.997, 1.363, -2.844], [-4.690, -0.408, 1.083], [3.236, -3.435, 2.445], [3.153, -1.612, -0.461], [5.550, -3.871, 1.601], [0.918, 1.748, -2.689], [-2.274, -0.642, 0.193], [-3.241, -4.674, 1.984], [-2.613, -2.089, 3.425], [3.807, -0.056, -6.035], [-4.534, -3.493, 1.581], [5.289, -2.689, -0.195], [-5.675, -1.515, 0.340], [2.877, -2.248, -6.800], [6.319, -2.887, -0.569], [3.089, 4.936, -0.767], [2.962, -0.242, -4.066], [-1.921, 0.164, -3.191], [-3.649, 3.365, -1.435], [-0.108, 1.008, 4.932], [3.676, 2.926, -0.224], [-0.351, -3.426, 0.647], [-3.465, -4.091, 0.298], [1.989, 0.098, 1.356], [1.911, -2.680, -4.919], [4.753, -1.478, -1.904], [-2.546, -3.014, 4.012], [0.226, 1.001, 1.068], [-3.193, 0.987, -1.308], [1.271, 4.184, -2.303], [-2.765, 1.703, -3.564], [1.316, 3.473, 1.940], [2.900, 3.876, -0.901], [1.292, 0.432, 1.950], [4.441, -1.903, -0.929], [4.057, 0.836, 0.155], [0.479, 1.815, 4.470], [3.192, -0.679, -5.345], [-3.607, -1.645, 3.550], [-1.263, 1.714, -2.582], [1.890, 3.440, -1.766], [-3.281, 2.685, -0.654], [-5.617, 0.957, -1.206], [-4.985, -0.329, -2.260], [3.357, 0.726, -3.709], [-0.534, 2.663, 3.266], [0.663, 1.900, 0.537], [-2.285, 3.010, -0.330], [-0.007, -2.786, 2.282], [1.343, 1.372, 3.956], [-0.506, -1.637, -1.484], [-2.900, 0.922, 2.484], [1.693, -1.998, 1.098], [0.796, 2.538, 5.234], [-0.731, -3.344, 1.673], [2.677, -1.905, -5.788], [2.182, -0.584, -1.488], [3.582, -2.992, 1.485], [-2.060, 3.284, 3.926], [-4.865, 0.718, -1.967], [4.497, 3.267, 0.441], [-2.052, 0.751, 1.817], [1.673, 2.096, -1.985], [-2.649, 3.758, 3.127], [-2.182, 1.159, -2.809], [-0.873, -4.346, 2.095], [-0.303, -0.047, 0.084], [1.659, -2.276, -3.623]], "lowdin_charge": [-0.0719, -0.0821, -0.1559, 0.0468, 0.0802, 0.6845, -0.3492, 0.0338, 0.1348, -0.5154, 0.0978, -0.3670, -0.0265, 0.0782, 0.0780, -0.3689, 0.1057, 0.0789, -0.2528, 0.0858, 0.0617, 0.5562, 0.1323, -0.3526, 0.1235, 0.1038, 0.8052, 0.0629, -0.2493, 0.1355, 0.0373, -0.0476, -0.8454, 0.1244, 0.1364, 0.1200, -0.0889, 0.0383, 0.0645, 0.0793, -0.0617, 0.0422, 0.0153, 0.0446, -0.0551, 0.1291, 0.0659, -0.3059, 0.6758, 0.1304, 0.0598, 0.0565, -0.0400, -0.0686, -0.0841, 0.1237, -0.1548, -0.0530, 0.0363, 0.0209, -0.0615, -0.2449, 0.0373, 0.0250, 0.1195, 0.8830, 0.1208, 0.0288, 0.0430, 0.0574, 0.0311, 0.0193, 0.0663, 0.0766, -0.2454, -0.0255, 1.1928, -0.0539, -0.1598, -0.2711, 0.1336, -0.2141, -0.0867, 0.0811, -0.2452, 0.0601, -0.2053, -0.0520], "e_above_lowest_kcal_mol": 0.00, "gap_ev": [7.439, 4.946], "charge": 2, "e_tot_ev": -101200.478, "spin_multiplicity": 4}